--- P ---
# CH3NO

A single CH3NO molecule (the ωB97M-V functional and the def2-TZVPD basis, the OMol25 dataset).

XYZ file:
```
6
Properties=species:S:1:pos:R:3
C 1.093 0.197 0.002
H -1.034 1.089 0.109
H 1.149 1.322 -0.107
H 2.045 -0.367 0.104
N 0.062 -0.547 -0.015
O -1.144 0.076 -0.002
```

Calculated values
HOMO, hartree: -0.3755
LUMO level, eV: 0.97
SMILES: C=NO


--- Q ---
# CH3NO

A single CH3NO molecule (the ωB97M-V functional and the def2-TZVPD basis, the OMol25 dataset).

XYZ file:
```
6
Properties=species:S:1:pos:R:3
C 0.250 -0.085 -0.024
N 1.590 -0.628 0.121
O 2.588 0.233 -0.065
H 0.100 1.014 0.431
H -0.514 -0.728 0.319
H -0.133 -0.010 -1.036
```

Calculated values
HOMO, hartree: -0.3642
LUMO level, eV: -0.96
SMILES: CN=O


Most stable one: P, least stable one: Q.


--- P ---
# C10H16O

2 unconnected molecules or ions with the total composition C10H16O (the ωB97M-V functional and the def2-TZVPD basis, the OMol25 dataset).

XYZ file:
```
27
Properties=species:S:1:pos:R:3
C 1.202 0.395 2.349
C -0.614 0.925 0.619
C -0.128 0.765 1.939
C -1.943 0.935 0.285
C -2.928 0.947 1.367
C -1.105 0.825 2.936
C -2.581 0.741 2.649
O -4.242 0.903 0.973
H 0.142 1.064 -0.181
H -2.306 1.032 -0.707
H 1.424 0.474 3.327
H 1.893 1.124 1.881
H -0.818 0.819 3.955
H -4.556 0.030 0.782
H -3.328 0.698 3.493
H 1.624 -0.658 2.201
C 1.691 -1.068 -3.230
C 1.281 -2.222 -2.141
C 2.184 0.193 -2.355
H 2.347 -1.354 -4.055
H 0.694 -0.924 -3.774
H 1.222 -3.343 -2.222
H 1.712 0.298 -1.402
H 3.225 0.408 -2.407
H 1.732 1.040 -3.014
H 1.907 -2.121 -1.266
H 0.269 -1.926 -2.005
```

Calculated values
HOMO, hartree: -0.3212
LUMO level, eV: 0.82
SMILES: Cc1ccc(O)cc1.CCC


--- Q ---
# C10H16O

2 unconnected molecules or ions with the total composition C10H16O (the ωB97M-V functional and the def2-TZVPD basis, the OMol25 dataset).

XYZ file:
```
27
Properties=species:S:1:pos:R:3
C 1.137 2.597 -2.237
C 1.995 1.503 -1.606
H 1.729 3.395 -2.678
H 0.501 3.044 -1.478
H 0.538 2.120 -3.003
H 2.366 1.788 -0.622
H 2.806 1.066 -2.190
H 1.378 0.612 -1.509
C -1.299 0.719 -0.172
C -2.608 1.220 0.417
C -0.756 -0.573 0.392
C 0.236 -1.278 -0.273
C -1.079 -1.020 1.676
C 1.001 -2.277 0.305
C -0.424 -2.123 2.206
C 0.585 -2.786 1.531
O 1.313 -3.820 2.073
H -1.393 0.539 -1.255
H -0.522 1.480 -0.166
H -3.114 1.895 -0.272
H 0.406 -0.925 -1.278
H -1.913 -0.607 2.228
H 1.920 -2.559 -0.177
H -0.693 -2.523 3.179
H 1.605 -3.600 2.928
H -2.356 1.652 1.372
H -3.359 0.460 0.609
```

Calculated values
HOMO, hartree: -0.3162
LUMO level, eV: 0.89
SMILES: CCc1ccc(O)cc1.CC


--- R ---
# C10H16O

2 unconnected molecules or ions with the total composition C10H16O (the ωB97M-V functional and the def2-TZVPD basis, the OMol25 dataset).

XYZ file:
```
27
Properties=species:S:1:pos:R:3
C 0.895 -1.400 0.270
C 1.176 -2.595 -0.697
C 2.071 -1.648 1.282
H -0.153 -1.409 0.629
H 1.037 -0.432 -0.169
H 0.354 -2.481 -1.492
H 2.202 -2.341 -1.084
H 1.916 -0.862 2.081
H 2.967 -1.512 0.711
H 1.253 -3.555 -0.323
H 1.993 -2.571 1.803
C -3.039 0.224 0.545
C -0.824 1.218 0.936
C -1.749 0.747 0.072
C 0.242 1.944 0.552
C 0.471 2.283 -0.749
C -1.562 0.947 -1.279
C -0.326 1.559 -1.719
O 1.389 3.109 -1.226
H -0.964 1.153 2.037
H 0.811 2.459 1.204
H -2.652 -0.521 1.291
H -3.605 -0.331 -0.343
H -2.211 0.543 -2.052
H 2.163 3.302 -0.602
H -0.130 1.513 -2.781
H -3.725 0.659 1.105
```

Calculated values
HOMO, hartree: -0.3056
LUMO level, eV: 0.65
SMILES: Cc1ccc(O)cc1.CCC


Most stable one: Q, least stable one: P.